1.
# C30H30BrClN4O7Pb

A molecular structure, C30H30BrClN4O7Pb (ωB97M-V with the def2-TZVPD basis set, the Open Molecules 2025 dataset).

Calculated values
Energy relative to the best compared isomer or geometry (same formula, charge and spin), kJ/mol: 43.2
Molar mass, g mol⁻¹: 881.148

CARTESIAN COORDINATES (ANGSTROEM)
Pb1 1.114 -2.914 0.027
Br1 -1.133 -6.134 -0.370
C1 -0.524 -5.922 1.420
C2 -0.910 -6.832 2.383
C3 -0.394 -6.655 3.661
C4 0.461 -5.596 3.915
C5 0.755 -4.724 2.883
N1 0.269 -4.894 1.651
C6 1.661 -3.514 3.116
O1 2.270 -3.477 4.168
O2 1.679 -2.625 2.169
H1 -1.583 -7.640 2.138
H2 -0.660 -7.347 4.451
H3 0.908 -5.419 4.883
O3 0.641 0.698 1.359
C7 1.627 0.222 0.794
O4 1.570 -0.748 -0.086
C8 2.987 0.796 1.070
C9 3.081 2.065 1.617
C10 4.318 2.635 1.938
C11 5.428 1.867 1.705
O5 6.736 2.179 1.953
C12 7.510 1.054 1.519
O6 6.597 0.067 1.033
C13 5.341 0.603 1.159
C14 4.141 0.037 0.824
H4 2.165 2.613 1.803
H5 4.401 3.631 2.355
H6 8.072 0.655 2.359
H7 8.184 1.359 0.721
H8 4.079 -0.955 0.396
C15 -1.880 2.989 0.924
C16 -3.080 3.100 -0.040
C17 -2.791 4.189 -1.080
C18 -4.302 3.543 0.779
C19 -3.390 1.748 -0.755
O7 -4.715 1.785 -1.327
C20 -2.446 1.403 -1.921
C21 -0.923 1.368 -1.710
C22 -0.209 0.842 -2.937
C23 -0.393 -0.476 -3.352
C24 0.231 -0.968 -4.489
C25 1.057 -0.132 -5.223
Cl1 1.840 -0.740 -6.655
C26 1.266 1.177 -4.832
C27 0.630 1.655 -3.690
C28 -3.523 0.603 0.285
N2 -2.731 -0.588 0.002
C29 -1.556 -0.919 0.526
N3 -1.181 -2.084 0.025
C30 -2.212 -2.439 -0.806
N4 -3.184 -1.562 -0.837
H9 -1.491 3.990 1.130
H10 -1.055 2.386 0.537
H11 -2.177 2.568 1.889
H12 -2.753 5.158 -0.580
H13 -3.578 4.251 -1.839
H14 -1.837 4.038 -1.589
H15 -4.012 4.365 1.440
H16 -4.692 2.732 1.402
H17 -5.114 3.887 0.140
H18 -4.721 2.426 -2.046
H19 -2.651 2.121 -2.721
H20 -2.783 0.437 -2.298
H21 -0.644 0.746 -0.862
H22 -0.548 2.367 -1.491
H23 -1.033 -1.137 -2.771
H24 0.077 -1.992 -4.809
H25 1.919 1.818 -5.413
H26 0.800 2.681 -3.379
H27 -4.561 0.299 0.273
H28 -3.262 0.926 1.286
H29 -0.951 -0.292 1.177
H30 -2.232 -3.357 -1.378

And the Mulliken charges, in e, turn out to be: 1.26, -0.17, 0.15, -0.52, -0.27, -0.63, 0.58, -0.15, 0.28, -0.66, -0.58, 0.41, 0.41, 0.48, -0.86, 1.04, -0.81, -0.02, -0.48, -1.07, 0.96, -0.51, -0.25, -0.52, 0.85, -1.01, 0.51, 0.42, 0.26, 0.25, 0.40, -1.68, 1.87, -1.80, -1.90, 2.37, -0.70, -2.31, 1.13, -0.23, 0.33, -1.20, 0.44, -0.24, -0.93, -0.26, -2.07, 1.08, -0.58, 0.01, -0.69, -0.90, 0.48, 0.20, 0.39, 0.54, 0.34, 0.28, 0.48, 0.31, 0.37, 0.51, 0.80, 0.47, -1.30, 0.90, 0.32, 0.41, 0.42, 0.42, 0.24, 0.62, 0.96, 0.37

***

2.
# C30H30F3IN2O2PW

A molecular structure, C30H30F3IN2O2PW (ωB97M-V with the def2-TZVPD basis set, the Open Molecules 2025 dataset).

Calculated values
Net charge: +3
Energy relative to the best compared isomer or geometry (same formula, charge and spin), kJ/mol: 5.6
Molar mass, g mol⁻¹: 849.294

CARTESIAN COORDINATES (ANGSTROEM)
W1 -0.983 0.808 -1.415
I1 -2.552 1.635 0.543
C1 -1.759 1.221 2.462
C2 -2.679 1.630 3.395
C3 -2.483 1.342 4.754
C4 -1.395 0.603 5.110
C5 -0.443 0.175 4.153
C6 0.656 -0.595 4.611
C7 1.618 -1.027 3.753
C8 1.547 -0.647 2.405
C9 0.512 0.118 1.898
P1 0.819 0.687 0.208
C10 2.198 -0.234 -0.474
C11 1.942 -1.447 -1.123
C12 2.991 -2.210 -1.605
C13 4.300 -1.766 -1.444
C14 4.560 -0.570 -0.791
C15 3.513 0.198 -0.298
C16 1.221 2.443 0.180
C17 0.888 3.263 1.266
C18 1.225 4.606 1.241
C19 1.883 5.139 0.139
C20 2.207 4.331 -0.947
C21 1.875 2.989 -0.934
C22 -0.569 0.509 2.768
H1 -3.573 2.169 3.103
H2 -3.203 1.682 5.485
H3 -1.233 0.332 6.145
H4 0.708 -0.833 5.666
H5 2.453 -1.620 4.099
H6 2.356 -0.952 1.758
H7 0.924 -1.804 -1.240
H8 2.799 -3.149 -2.106
H9 5.120 -2.360 -1.825
H10 5.579 -0.235 -0.658
H11 3.726 1.118 0.228
H12 0.412 2.852 2.147
H13 0.990 5.235 2.088
H14 2.148 6.188 0.127
H15 2.730 4.747 -1.798
H16 2.140 2.366 -1.781
C23 -2.889 -1.955 0.620
C24 -1.534 -2.165 -0.035
N1 -1.648 -2.804 -1.351
C25 -1.761 -4.292 -1.315
C26 -0.392 -4.947 -1.388
C27 -1.652 -2.140 -2.464
C28 -1.848 -2.813 -3.783
N2 -1.480 -0.773 -2.464
H17 -2.756 -1.485 1.594
H18 -3.391 -2.907 0.785
H19 -3.540 -1.330 0.007
H20 -0.884 -2.794 0.576
H21 -0.980 -1.216 -0.137
H22 -2.415 -4.612 -2.121
H23 -2.263 -4.537 -0.382
H24 0.113 -4.729 -2.330
H25 -0.511 -6.027 -1.315
H26 0.250 -4.630 -0.564
H27 -2.894 -3.113 -3.888
H28 -1.232 -3.706 -3.868
H29 -1.601 -2.146 -4.606
H30 -1.580 -0.433 -3.425
F1 -1.736 5.359 -3.163
C29 -1.634 4.215 -2.547
F2 -2.786 3.536 -2.606
F3 -1.332 4.379 -1.259
C30 -0.527 3.365 -3.203
O1 0.191 3.676 -4.068
O2 -0.453 2.091 -2.594

And the Mulliken charges, in e, turn out to be: 1.41, 0.23, 1.04, -0.79, -1.08, -0.84, 0.25, -0.93, -1.28, -1.08, 1.52, 1.14, -0.43, 0.15, -0.75, -0.72, -0.85, -0.09, 1.45, -0.93, -0.78, -0.68, -0.77, -0.87, 0.25, 0.50, 0.46, 0.46, 0.46, 0.51, 0.50, 0.48, 0.49, 0.46, 0.47, 0.58, 0.49, 0.51, 0.47, 0.50, 0.63, -1.42, 1.34, 0.40, -0.88, -0.97, 1.16, -1.73, -0.03, 0.43, 0.41, 0.28, 0.40, -2.09, 0.60, 0.34, 0.28, 0.45, 0.30, 0.39, 0.36, 0.52, 0.29, -0.20, 0.73, -0.23, -0.16, 0.38, -0.34, -0.51

***

3.
# C30H30N4OPRhS2

A molecular structure, C30H30N4OPRhS2 (ωB97M-V with the def2-TZVPD basis set, the Open Molecules 2025 dataset).

Calculated values
DFT total energy, eV: -73560.3758
Net charge: +2
Molar mass, g mol⁻¹: 660.611

CARTESIAN COORDINATES (ANGSTROEM)
Rh1 0.187 -0.637 0.717
S1 -0.092 0.644 2.832
C1 -1.611 0.966 2.133
N1 -1.884 0.487 0.943
C2 -3.102 0.860 0.497
C3 -3.686 0.515 -0.726
C4 -4.926 1.021 -1.034
C5 -5.609 1.859 -0.139
C6 -5.064 2.200 1.082
C7 -3.809 1.702 1.405
S2 -2.878 1.964 2.842
H1 -3.142 -0.134 -1.390
H2 -5.386 0.779 -1.980
H3 -6.580 2.241 -0.411
H4 -5.594 2.842 1.766
O1 -0.920 -1.800 -1.187
C8 -1.515 -3.054 -0.909
C9 -1.674 -3.286 0.573
C10 -2.240 -4.485 1.006
C11 -2.465 -4.680 2.356
C12 -2.117 -3.668 3.241
C13 -1.537 -2.524 2.730
N2 -1.308 -2.341 1.430
H5 -0.727 -1.746 -2.131
H6 -0.909 -3.867 -1.331
H7 -2.519 -3.098 -1.360
H8 -2.506 -5.241 0.285
H9 -2.913 -5.594 2.711
H10 -2.292 -3.764 4.301
H11 -1.257 -1.718 3.393
C14 2.218 -2.658 3.146
C15 2.550 -2.701 1.704
N3 1.861 -2.107 0.741
C16 2.496 -2.389 -0.439
C17 3.589 -3.155 -0.181
N4 3.606 -3.342 1.173
H12 1.509 -1.850 3.322
H13 3.111 -2.489 3.743
H14 1.768 -3.598 3.468
H15 2.128 -2.019 -1.375
H16 4.335 -3.553 -0.834
H17 4.298 -3.872 1.682
C18 2.971 1.165 0.384
P1 1.315 1.245 -0.432
C19 1.677 1.053 -2.200
C20 0.754 1.562 -3.119
C21 1.021 1.505 -4.472
C22 2.185 0.898 -4.927
C23 3.083 0.352 -4.020
C24 2.833 0.424 -2.663
C25 1.030 3.039 -0.266
C26 1.859 3.906 -0.978
C27 1.826 5.261 -0.707
C28 0.967 5.763 0.260
C29 0.108 4.910 0.933
C30 0.136 3.553 0.664
H18 3.641 1.884 -0.092
H19 3.397 0.164 0.322
H20 2.855 1.438 1.434
H21 -0.155 2.024 -2.758
H22 0.326 1.930 -5.179
H23 2.395 0.857 -5.984
H24 3.983 -0.127 -4.375
H25 3.553 0.019 -1.968
H26 2.532 3.517 -1.728
H27 2.480 5.928 -1.245
H28 0.957 6.820 0.478
H29 -0.582 5.301 1.665
H30 -0.543 2.893 1.177

And the Mulliken charges, in e, turn out to be: 0.24, -0.20, 0.04, 0.86, -0.87, -0.58, -0.71, -0.56, -0.54, 1.11, -0.15, 0.41, 0.44, 0.41, 0.44, -0.08, -0.74, 0.46, -0.92, -0.44, -1.07, -0.49, 0.62, 0.18, 0.41, 0.44, 0.54, 0.45, 0.48, 0.52, -1.07, 0.06, 0.75, -0.92, -0.78, -0.04, 0.01, 0.47, 0.31, 0.66, 0.44, 0.21, -1.60, 2.09, 0.33, -0.59, -0.69, -0.49, -0.84, -0.40, 0.44, -0.91, -0.75, -0.57, -0.64, 0.46, 0.53, 0.34, 0.39, 0.49, 0.46, 0.44, 0.46, 0.45, 0.41, 0.44, 0.42, 0.47, 0.05

***

4.
# C30H30N7OPtS2Si

A molecular structure, C30H30N7OPtS2Si (ωB97M-V with the def2-TZVPD basis set, the Open Molecules 2025 dataset).

Calculated values
Net charge: -1
Energy relative to the best compared isomer or geometry (same formula, charge and spin), kJ/mol: 20.2
Molar mass, g mol⁻¹: 791.916
Spin multiplicity: 5

CARTESIAN COORDINATES (ANGSTROEM)
Pt1 1.171 0.794 -0.368
S1 2.381 -0.493 1.200
C1 1.253 -1.747 1.505
C2 1.247 -2.391 2.739
C3 0.322 -3.363 3.075
C4 0.298 -3.885 4.385
N1 0.269 -4.293 5.467
C5 -0.667 -3.791 2.056
C6 -0.637 -3.176 0.811
C7 0.246 -2.154 0.487
S2 0.160 -1.373 -1.034
C8 -1.660 -4.745 2.341
N2 -2.490 -5.526 2.546
H1 1.964 -2.077 3.488
H2 -1.353 -3.486 0.062
C9 -1.971 2.781 -1.557
C10 -0.784 2.720 -2.475
C11 -0.765 3.403 -3.677
C12 0.340 3.232 -4.517
C13 1.375 2.412 -4.154
C14 1.316 1.744 -2.905
N3 0.224 1.927 -2.111
N4 2.240 0.964 -2.356
Si1 3.365 -0.059 -3.165
C15 4.823 0.903 -3.876
C16 2.506 -0.962 -4.574
C17 4.031 -1.295 -1.939
H3 -2.798 2.201 -1.974
H4 -2.316 3.806 -1.425
H5 -1.718 2.361 -0.587
H6 -1.595 4.036 -3.956
H7 0.381 3.760 -5.462
H8 2.245 2.287 -4.782
H9 4.504 1.674 -4.579
H10 5.501 0.231 -4.405
H11 5.389 1.392 -3.082
H12 2.206 -0.278 -5.370
H13 1.605 -1.443 -4.190
H14 3.141 -1.733 -5.014
H15 4.587 -0.806 -1.139
H16 4.695 -2.008 -2.431
H17 3.209 -1.845 -1.479
N5 -7.886 -3.802 3.044
C18 -6.907 -3.205 2.949
C19 -5.695 -2.445 2.811
C20 -5.217 -1.693 3.881
C21 -4.068 -0.940 3.739
C22 -3.381 -0.946 2.528
C23 -3.847 -1.711 1.461
C24 -5.002 -2.452 1.601
N6 -2.202 -0.184 2.386
C25 -1.334 0.213 3.389
C26 -0.314 0.858 2.771
N7 -0.527 0.875 1.412
C27 -1.659 0.249 1.218
H18 -5.750 -1.698 4.822
H19 -3.708 -0.346 4.566
H20 -3.286 -1.756 0.539
H21 -5.358 -3.061 0.782
H22 -1.478 -0.064 4.415
H23 0.585 1.265 3.200
H24 -2.101 0.057 0.257
C28 0.509 3.809 1.238
O1 1.820 3.271 1.228
C29 2.177 2.500 0.164
C30 3.675 2.429 0.086
H25 0.011 3.528 2.165
H26 -0.061 3.439 0.391
H27 0.590 4.898 1.183
H28 4.119 3.350 0.471
H29 3.983 2.269 -0.948
H30 4.071 1.591 0.674

And the Mulliken charges, in e, turn out to be: 3.11, -0.52, 0.40, -0.68, 0.13, -0.07, -0.65, 0.34, -0.82, 0.32, -0.54, -0.03, -0.68, 0.50, 0.54, -0.85, 0.57, -0.87, -0.54, -0.65, 0.51, -0.30, -0.44, -0.17, -1.18, -1.04, -0.82, 0.34, 0.37, -0.21, 0.43, 0.40, 0.27, 0.34, 0.36, 0.32, 0.32, 0.26, 0.38, 0.25, 0.40, 0.13, -0.55, -0.01, 0.54, -0.88, -0.58, 1.10, 0.03, -1.00, 0.53, -0.39, -1.34, 0.13, -1.07, 0.44, 0.42, 0.21, 0.40, 0.42, 0.68, 0.58, -0.61, -0.33, -0.02, -0.98, 0.23, 0.10, 0.31, 0.39, 0.12, 0.17

***

5.
# C30H31BN6Sb2Se4Zn

A molecular structure, C30H31BN6Sb2Se4Zn (ωB97M-V with the def2-TZVPD basis set, the Open Molecules 2025 dataset).

Calculated values
DFT total energy, eV: -364115.8166
Net charge: -2
Molar mass, g mol⁻¹: 1111.182

CARTESIAN COORDINATES (ANGSTROEM)
Zn1 -0.655 -1.338 0.485
C1 -2.784 1.434 -2.409
C2 -2.095 1.243 -1.202
N1 -1.882 -0.046 -0.992
N2 -2.424 -0.709 -2.029
C3 -2.971 0.156 -2.900
B1 -2.331 -2.248 -2.082
N3 -0.846 -2.643 -2.184
C4 -0.248 -3.487 -3.041
C5 1.102 -3.516 -2.750
C6 1.250 -2.640 -1.667
N4 0.075 -2.117 -1.352
N5 -2.943 -2.805 -0.777
C7 -4.039 -3.560 -0.595
C8 -4.234 -3.721 0.764
C9 -3.180 -3.011 1.356
N6 -2.423 -2.470 0.416
H1 -3.102 2.363 -2.852
H2 -1.739 1.963 -0.482
H3 -3.453 -0.202 -3.794
H4 -2.940 -2.676 -3.029
H5 -0.827 -3.997 -3.793
H6 1.868 -4.092 -3.239
H7 2.119 -2.371 -1.080
H8 -4.594 -3.926 -1.443
H9 -5.015 -4.274 1.256
H10 -2.916 -2.863 2.391
Se1 0.553 -3.235 1.970
Sb1 1.990 -1.329 2.713
Se2 -1.686 0.567 3.541
Se3 0.106 0.422 1.993
Se4 3.367 -0.690 0.751
C10 -0.165 5.226 -2.348
C11 0.623 6.103 -1.409
C12 0.782 7.455 -1.702
C13 1.523 8.287 -0.876
C14 2.119 7.765 0.261
C15 1.963 6.417 0.560
C16 1.219 5.571 -0.257
Sb2 0.957 3.449 0.212
C17 1.798 3.586 2.181
C18 2.977 2.912 2.484
C19 3.486 2.919 3.776
C20 2.813 3.603 4.775
C21 1.617 4.244 4.487
C22 1.086 4.227 3.201
C23 -0.277 4.812 2.944
C24 2.756 2.932 -0.858
C25 3.936 3.636 -0.648
C26 5.092 3.329 -1.350
C27 5.066 2.307 -2.286
C28 3.892 1.606 -2.509
C29 2.727 1.901 -1.803
C30 1.498 1.064 -2.020
H11 -0.543 5.799 -3.197
H12 -1.014 4.761 -1.841
H13 0.453 4.414 -2.738
H14 0.320 7.859 -2.597
H15 1.635 9.337 -1.122
H16 2.703 8.401 0.917
H17 2.419 6.020 1.461
H18 3.482 2.321 1.729
H19 4.389 2.362 3.994
H20 3.196 3.605 5.790
H21 1.060 4.731 5.280
H22 -0.660 5.317 3.832
H23 -0.978 4.010 2.693
H24 -0.264 5.532 2.120
H25 3.962 4.432 0.088
H26 6.006 3.877 -1.155
H27 5.965 2.042 -2.831
H28 3.880 0.787 -3.219
H29 1.668 0.304 -2.782
H30 0.631 1.661 -2.317
H31 1.242 0.542 -1.094

And the Mulliken charges, in e, turn out to be: 0.57, -1.16, -0.70, 0.22, 0.10, -0.23, 0.23, 0.27, -0.18, -1.14, -0.39, 0.32, 0.45, -0.17, -1.03, -0.19, -0.22, 0.42, 0.84, 0.44, -0.19, 0.42, 0.41, 0.32, 0.43, 0.37, 0.44, -0.70, -0.04, -0.78, -0.16, -0.71, -1.44, 0.55, -0.68, -0.60, -0.84, -0.15, 0.49, 1.34, 0.89, -0.98, -0.85, -0.53, -0.69, 0.57, -1.52, 0.48, -0.10, -0.89, -0.64, -0.60, 0.27, -0.90, 0.39, 0.28, 0.20, 0.32, 0.35, 0.42, 0.30, 0.40, 0.43, 0.33, 0.31, 0.44, 0.25, 0.22, 0.40, 0.38, 0.35, 0.33, 0.42, 0.14, -0.10

***

6.
# C30H31BrF5N3ReSSi2

A molecular structure, C30H31BrF5N3ReSSi2 (ωB97M-V with the def2-TZVPD basis set, the Open Molecules 2025 dataset).

Calculated values
Net charge: +2
Energy relative to the best compared isomer or geometry (same formula, charge and spin), kJ/mol: 64.9
Molar mass, g mol⁻¹: 882.939
Spin multiplicity: 2

CARTESIAN COORDINATES (ANGSTROEM)
Re1 -0.704 0.129 -0.214
C1 1.889 -2.576 -0.484
Si1 1.721 -1.600 1.106
C2 3.320 -1.541 2.074
C3 0.531 -2.490 2.256
C4 1.147 0.224 0.651
C5 0.665 1.170 1.724
C6 1.194 1.665 2.898
C7 0.452 2.624 3.588
C8 -0.771 3.062 3.101
C9 -1.270 2.489 1.946
N1 -0.565 1.553 1.315
Si2 2.735 1.151 -0.162
C10 3.724 0.026 -1.278
C11 3.881 1.713 1.207
C12 2.196 2.722 -1.031
H1 1.532 -3.596 -0.323
H2 2.930 -2.641 -0.798
H3 1.329 -2.152 -1.319
H4 3.485 -2.554 2.452
H5 3.257 -0.888 2.946
H6 4.196 -1.260 1.493
H7 1.061 -3.399 2.554
H8 -0.409 -2.816 1.809
H9 0.311 -1.946 3.175
H10 2.156 1.337 3.260
H11 0.843 3.042 4.506
H12 -1.337 3.824 3.616
H13 -2.233 2.750 1.527
H14 4.344 -0.665 -0.707
H15 4.409 0.689 -1.817
H16 3.168 -0.538 -2.021
H17 4.168 0.966 1.943
H18 3.520 2.604 1.720
H19 4.797 2.008 0.683
H20 1.133 2.949 -0.973
H21 2.480 2.695 -2.085
H22 2.726 3.562 -0.578
F1 0.491 2.209 -7.150
C13 0.095 2.067 -5.903
C14 0.869 1.339 -5.009
F2 2.010 0.786 -5.397
C15 0.435 1.193 -3.708
F3 1.206 0.479 -2.864
C16 -0.754 1.746 -3.253
S1 -1.225 1.809 -1.545
C17 -1.507 2.476 -4.168
F4 -2.644 3.039 -3.778
C18 -1.096 2.638 -5.480
F5 -1.833 3.330 -6.329
Br1 -4.981 0.509 6.018
C19 -4.092 0.050 4.431
C20 -2.703 0.043 4.397
C21 -2.038 -0.283 3.229
C22 -2.769 -0.619 2.098
C23 -4.161 -0.609 2.129
C24 -4.824 -0.273 3.297
N2 -2.117 -1.007 0.871
C25 -2.472 -2.130 0.356
C26 -2.010 -2.492 -0.971
C27 -2.445 -3.637 -1.596
C28 -2.093 -3.849 -2.929
C29 -1.359 -2.875 -3.568
C30 -0.954 -1.743 -2.861
N3 -1.232 -1.557 -1.575
H23 -2.141 0.288 5.288
H24 -0.958 -0.311 3.223
H25 -4.730 -0.819 1.232
H26 -5.905 -0.252 3.323
H27 -3.134 -2.797 0.902
H28 -3.063 -4.344 -1.057
H29 -2.410 -4.742 -3.449
H30 -1.086 -2.967 -4.610
H31 -0.379 -0.981 -3.358

And the Mulliken charges, in e, turn out to be: 1.21, -1.00, 0.50, -1.24, -1.16, 1.64, -1.71, -0.65, -0.71, -1.02, -0.39, 0.59, 0.68, -1.04, -1.44, -1.20, 0.48, 0.47, 0.12, 0.47, 0.34, 0.33, 0.58, 0.31, 0.36, 0.58, 0.53, 0.53, 0.54, 0.30, 0.50, 0.18, 0.36, 0.42, 0.39, 0.22, 0.34, 0.57, -0.26, 0.71, -0.24, -0.29, -1.10, -0.12, 1.10, -0.44, 0.27, -0.28, 0.32, -0.25, -0.10, -0.08, -1.23, 0.39, -0.31, -0.32, -0.74, 0.17, -0.27, 0.82, -0.91, -0.56, -0.99, -0.05, 0.07, 0.53, 0.58, 0.56, 0.46, 0.63, 0.54, 0.48, 0.50, 0.48

***

Ordered max |F| results: 0.768, 0.709, 3.582, 0.408, 0.558, 0.637; unit eV Å⁻¹.